No. 1
2 unconnected molecules or ions with the total composition C3H8O3 in a non-equilibrium geometry. Source: OMol25; level of theory: wB97M-V/def2-TZVPD.

Structure (XYZ):
```
14
Properties=species:S:1:pos:R:3:forces:R:3
O -1.846 -0.669 1.969 0.1699 2.7487 0.9735
O -1.521 1.256 3.178 -0.7871 -0.0008 0.2982
C -1.402 0.471 2.069 1.8047 -1.3405 -0.3776
C 0.000 0.000 0.000 -0.1674 0.1109 0.4281
C -0.428 1.067 1.032 -0.9888 0.0453 0.2252
H -1.150 2.180 3.177 -0.3234 -1.6209 -0.7454
H 0.668 0.342 -0.808 -0.3275 0.1575 0.5085
H -0.900 -0.449 -0.453 0.4719 0.1205 0.1707
H 0.524 -0.775 0.585 -0.2076 0.1107 -0.4875
H 0.405 1.513 1.609 -0.2702 -0.2367 -0.4717
H -1.062 1.896 0.662 0.6837 -0.0842 -0.5165
O -3.290 -2.270 -0.019 0.2125 1.0412 -0.1117
H -3.684 -1.466 -0.427 0.4570 -0.8822 0.5337
H -2.598 -1.926 0.590 -0.7279 -0.1696 -0.4276
```
Forces are in eV/Å.

As for the spin multiplicity: 1. The highest occupied orbital energy comes out at -10.7 eV. As for the relative energy (zero: lowest compared OMol25 entry of this formula, charge and spin): 0.5691 eV. Its frontier orbital gap is 11.03 eV. As for the charge: 0. Its total energy is -9383.2328 eV. Its SMILES is CCC(=O)O.O.

Atom charges from the Löwdin analysis, given in e for atoms 1 to 6: 0.08 0.08 -0.48 -0.08 -0.16 0.14



No. 2
4 unconnected molecules or ions with the total composition C3H14NO4 in a non-equilibrium geometry. Source: OMol25; level of theory: wB97M-V/def2-TZVPD.

Structure (XYZ):
```
22
Properties=species:S:1:pos:R:3:forces:R:3
C -0.768 -0.676 -0.222 -1.2328 1.4463 0.8836
N -0.266 0.648 -0.734 -1.4865 1.1094 1.9261
C 1.055 1.104 0.009 -0.1671 -1.6830 1.0081
O 1.172 0.733 1.381 -0.5205 0.4621 -2.4338
C -2.036 -1.099 -1.036 2.6639 1.4544 0.0019
H 0.059 -1.353 -0.168 0.2330 -0.7769 -0.2677
H -1.131 -0.535 0.824 0.5691 -0.3043 -0.5004
H -1.110 1.276 -0.390 2.5830 -0.9761 -0.9527
H 1.149 2.206 -0.121 -0.2644 -0.5501 -0.1804
H 1.852 0.575 -0.580 -0.4243 0.5105 0.2204
H -1.638 -1.315 -2.015 -0.7204 -0.4788 -0.5147
H -2.674 -0.244 -1.078 -0.3249 0.9234 -0.3823
H -2.653 -1.812 -0.584 -0.3978 -1.7614 0.5646
H -0.187 -0.937 -3.417 -0.5885 -0.9208 0.4019
H 0.453 0.219 -2.612 -0.6559 -0.1120 0.2107
O 0.305 -0.144 -3.505 1.1045 1.0948 -0.7376
H -0.169 1.271 1.688 0.0409 0.2758 0.9827
H -1.585 0.820 2.237 1.1360 2.2047 -0.3602
O -1.071 1.679 2.036 -1.3878 -2.2254 0.2251
H 1.503 -2.046 2.755 -0.9946 -0.3721 4.2994
H 1.646 -0.988 1.701 -0.2815 -0.2089 -0.0745
O 1.699 -1.973 1.887 1.1167 0.8884 -4.3202
```
Forces are in eV/Å.

As for the spin multiplicity: 1. The highest occupied orbital energy comes out at -4.5 eV. As for the relative energy (zero: lowest compared OMol25 entry of this formula, charge and spin): 1.5042 eV. Its frontier orbital gap is 8.23 eV. As for the charge: -1. Its total energy is -13018.4134 eV.

Atom charges from the Löwdin analysis, given in e for atoms 1 to 6: -0.29 -0.11 -0.34 -0.35 -0.08 0.09



No. 3
A molecular structure, C24H27BBr42Cl2O3 in a non-equilibrium geometry. Source: OMol25; level of theory: wB97M-V/def2-TZVPD.

Structure (XYZ):
```
99
Properties=species:S:1:pos:R:3:forces:R:3
C 2.028 -4.704 1.881 -2.3737 5.7767 2.4362
C 1.692 -3.507 2.310 1.5781 -5.1429 -1.2543
C 1.396 -2.060 2.964 0.7396 -1.4568 -0.1531
B 1.448 -0.821 1.908 -0.7592 0.0257 0.2071
C 0.558 0.528 2.300 -1.6525 -0.2601 0.1937
C -0.748 0.509 1.334 0.0426 1.5273 -4.7747
O -0.677 0.839 0.092 0.0953 -1.6666 5.8797
O -2.050 0.129 1.829 1.6491 -0.7264 -1.5725
C -2.885 -0.393 0.758 -3.8008 1.6463 -3.9818
C -2.875 -1.971 0.321 -0.3283 0.1873 1.2030
O -3.712 0.338 0.116 4.3787 -3.0222 3.8994
C 2.250 -0.780 0.484 0.6913 1.1835 0.7918
Cl 1.262 -1.724 -0.762 0.6479 1.0806 1.3155
C 3.786 -1.287 0.536 -0.1815 0.7744 -3.1559
C 4.629 -0.286 -0.463 0.6192 0.3160 1.2646
Cl 4.595 -1.156 2.182 -0.8995 -0.4357 -1.0230
H 2.086 -5.804 1.569 0.0180 2.4058 0.6275
H 2.266 -1.872 3.724 -1.4115 -0.2982 -1.2853
H 0.432 -2.059 3.624 1.6126 -0.2730 -1.4268
H 1.144 1.506 2.091 -1.2918 -1.6825 0.3752
H 0.166 0.462 3.387 0.7760 0.2880 -1.7197
H -2.557 -2.652 1.212 -0.2974 1.2040 -1.7438
H -2.263 -2.152 -0.634 -0.6072 0.5030 1.6299
H -3.975 -2.237 0.062 1.8222 0.6891 0.5080
H 2.246 0.332 0.130 -0.0856 -2.3219 0.3946
H 3.835 -2.336 0.054 0.0081 1.4533 1.5461
H 5.497 -0.825 -0.992 -1.5122 0.7608 0.7503
H 5.103 0.505 0.253 -0.7648 -1.3270 -1.5168
H 3.955 0.287 -1.195 0.9847 -1.1921 0.9450
C 1.675 -4.798 -3.081 0.0056 -0.0752 0.0229
Br 3.342 -4.913 -4.071 -0.3415 0.0310 0.1858
Br 0.438 -6.206 -3.586 0.2470 0.2565 0.1022
Br 1.975 -4.753 -1.164 0.0211 -0.6422 -0.6686
H 1.208 -3.852 -3.353 0.1553 -0.3573 0.0705
C -7.280 -1.830 1.496 -0.3684 0.1708 -0.0348
Br -5.994 -2.349 2.856 -0.1232 0.0399 -0.2982
Br -6.973 -0.022 0.864 0.2242 -0.4279 0.1819
Br -7.334 -3.105 0.033 -0.1637 0.3397 0.6243
H -8.264 -1.842 1.966 0.3222 -0.0074 -0.1158
C 4.644 3.416 1.855 0.2811 0.0479 0.0279
Br 4.309 5.286 2.255 -0.0331 -0.3916 0.3006
Br 5.080 2.403 3.450 -0.1468 0.2606 -0.3192
Br 3.176 2.610 0.874 0.3092 0.6136 0.2241
H 5.519 3.382 1.204 -0.2811 0.0178 0.1631
C 0.682 -1.431 -5.739 0.0088 0.1857 -0.1257
Br 2.340 -1.550 -6.740 -0.3449 -0.0358 0.2351
Br -0.557 -2.845 -6.214 0.4017 0.1903 0.0113
Br 0.990 -1.373 -3.824 -0.0653 0.2079 -0.5565
H 0.211 -0.487 -6.015 0.1345 -0.3037 0.0815
C -10.204 1.809 -0.871 0.1440 0.0452 0.0776
Br -10.423 -0.039 -0.318 -0.1927 0.3174 -0.2222
Br -9.740 1.949 -2.750 -0.1303 -0.0696 0.4022
Br -11.758 2.883 -0.428 0.3021 -0.2553 -0.1163
H -9.364 2.213 -0.304 -0.2546 -0.1417 -0.1689
C 6.964 7.701 3.737 0.0541 -0.1511 -0.0516
Br 8.074 8.348 2.283 -0.2579 -0.1045 0.3374
Br 8.027 6.950 5.177 -0.2283 0.2060 -0.3015
Br 5.745 9.069 4.377 0.2185 -0.2448 -0.1681
H 6.353 6.892 3.336 0.1896 0.2628 0.1396
C -1.153 -3.571 6.175 -0.0771 -0.1736 0.0373
Br -2.760 -2.633 5.623 0.3659 -0.1422 0.0536
Br -0.639 -4.937 4.896 -0.0788 0.3650 0.2083
Br 0.305 -2.345 6.550 -0.3100 -0.2202 -0.0527
H -1.387 -4.082 7.110 0.0816 0.1797 -0.2873
C -4.768 -3.549 -3.132 0.0384 0.1730 -0.0383
Br -3.129 -3.173 -4.102 -0.4238 -0.0926 0.2423
Br -5.865 -1.960 -2.925 0.3631 -0.2666 -0.3042
Br -5.760 -5.016 -3.929 0.1821 0.3175 0.0971
H -4.479 -3.867 -2.131 -0.0521 0.2695 -0.3886
C -5.134 -5.937 1.410 -0.0536 0.1012 0.1375
Br -5.795 -7.741 1.683 0.1852 0.3822 -0.1060
Br -3.507 -5.604 2.416 -0.3021 -0.0555 -0.2024
Br -4.918 -5.525 -0.474 0.1217 -0.6628 0.5871
H -5.893 -5.257 1.800 0.2147 -0.1443 -0.1524
C 4.657 7.297 -1.676 -0.0152 0.0318 -0.1432
Br 4.042 5.526 -1.173 0.0882 0.3439 -0.4324
Br 3.900 8.673 -0.536 0.1899 -0.3199 -0.1529
Br 6.595 7.396 -1.738 -0.3932 -0.0382 0.0782
H 4.296 7.486 -2.687 0.1164 -0.0611 0.3333
C 2.957 0.380 -10.636 0.0598 -0.0559 0.0504
Br 4.764 0.372 -9.927 -0.3740 -0.0327 -0.0686
Br 2.276 -1.420 -10.899 0.1840 0.3963 0.1584
Br 1.759 1.454 -9.549 0.2474 -0.2659 -0.2401
H 3.002 0.849 -11.618 0.0278 -0.1589 0.4231
C -2.121 -4.983 10.343 -0.1222 -0.0250 0.1617
Br -0.845 -5.498 11.711 -0.2482 0.1222 -0.3516
Br -1.818 -3.171 9.718 -0.0255 -0.3522 0.1505
Br -2.159 -6.254 8.876 0.0635 0.2771 0.2358
H -3.108 -5.000 10.805 0.3161 0.0044 -0.1633
C 3.758 11.223 7.064 0.0817 -0.0595 -0.0843
Br 2.084 11.792 6.263 0.3365 -0.1109 0.1989
Br 4.712 12.707 7.874 -0.2351 -0.3151 -0.1516
Br 3.499 9.762 8.316 0.0419 0.3439 -0.2693
H 4.386 10.844 6.255 -0.2068 0.1378 0.3152
C -0.691 1.070 -13.334 -0.1746 -0.0169 -0.0296
Br -1.296 -0.696 -12.803 0.1633 0.4058 -0.0742
Br -1.438 2.459 -12.204 0.2028 -0.3197 -0.2113
Br 1.246 1.174 -13.420 -0.5262 0.0875 -0.2865
H -1.065 1.245 -14.344 0.1617 -0.0505 0.3211
```
Forces are in eV/Å.

As for the spin multiplicity: 1. The highest occupied orbital energy comes out at -9.7 eV. Its frontier orbital gap is 9.02 eV. As for the charge: 0. Its total energy is -2998963.9492 eV.

Atom charges from the Löwdin analysis, given in e for atoms 1 to 6: -0.02 -0.12 -0.14 -0.34 -0.01 -0.29



No. 4
A molecular structure, C5H5CaO in a non-equilibrium geometry. Source: OMol25; level of theory: wB97M-V/def2-TZVPD.

Structure (XYZ):
```
12
Properties=species:S:1:pos:R:3:forces:R:3
C -0.320 1.401 0.085 -2.0980 -0.2358 1.0495
C -0.414 0.693 -1.198 -2.4905 -0.8928 -0.1062
H -0.930 2.130 0.618 -0.5867 0.2818 -1.2377
H 0.686 1.723 0.363 0.2257 -1.3597 0.3491
H 0.535 0.582 -1.726 0.2977 -1.2087 0.9900
H -1.113 0.641 -2.032 -0.5232 1.4308 0.4127
C -1.184 -0.052 0.101 3.8099 1.2627 -0.5564
C -0.581 -1.219 0.688 2.2782 -1.3114 0.5463
H -2.260 0.074 0.253 0.5521 0.5271 -0.7491
C 0.383 -1.926 0.989 -2.7467 2.9026 -1.3607
O 1.607 -2.252 1.078 3.0522 -0.9024 0.3527
Ca 3.593 -1.796 0.779 -1.7708 -0.4940 0.3097
```
Forces are in eV/Å.

As for the spin multiplicity: 1. The highest occupied orbital energy comes out at -10.2 eV. Its frontier orbital gap is 3.96 eV. As for the charge: +1. Its total energy is -25740.2673 eV.

Atom charges from the Löwdin analysis, given in e for atoms 1 to 6: -0.12 -0.12 0.09 0.08 0.09 0.09